(1)
Below is C21H25LiN8P as an isolated structure at a distorted geometry, with properties calculated with ωB97M-V/def2-TZVPD.

## Properties
charge = -1
HOMO (spin up / spin down) = -2.4 / -2.1 eV
HOMO-LUMO gap (spin up / spin down) = 5.20 / 4.88 eV
LUMO energy (spin up / spin down) = 0.10096 / 0.10107 Eh

Geometry as XYZ:
```
56
Properties=species:S:1:pos:R:3:forces:R:3:lowdin_charge:R:1
Li -0.025637 2.036955 0.711078 -0.43 0.32 -0.05 0.37
N -4.453772 -0.945659 0.558958 0.05 0.05 0.11 0.08
C -3.483260 -0.149044 -0.019133 0.05 -0.09 0.08 -0.18
N -2.290823 -0.032315 0.404097 0.07 0.16 -0.34 0.12
C -1.897722 -0.699740 1.557021 0.68 0.21 0.02 -0.30
N -0.678120 -0.623117 2.049106 -0.19 -0.50 0.33 0.04
N 0.192797 0.226055 1.527671 -0.32 0.17 0.00 -0.14
C 1.407593 0.194801 2.063015 0.09 -0.42 0.21 -0.16
C 2.368603 1.177091 1.755124 0.21 0.14 -0.04 -0.32
C 3.666681 1.129907 2.336460 0.03 0.00 0.04 -0.06
C 4.603961 2.066484 2.000012 -0.07 -0.02 -0.10 -0.11
C 4.268482 3.067096 1.071612 0.05 0.01 0.03 -0.11
C 2.975326 3.075336 0.582156 0.05 0.15 -0.09 -0.19
N 2.037248 2.192620 0.896099 0.01 -0.23 0.27 0.01
C -2.885729 -1.468173 2.299439 -0.23 -0.12 0.18 -0.09
C -2.630476 -2.061402 3.536981 -0.12 -0.02 -0.03 -0.03
C -3.629936 -2.735457 4.225435 0.17 -0.06 0.11 -0.11
C -4.906046 -2.832461 3.699164 -0.15 0.12 -0.24 -0.12
C -5.189569 -2.230640 2.474647 -0.05 -0.13 0.20 -0.05
C -4.194027 -1.558932 1.788465 0.19 0.04 -0.03 -0.20
H -5.414488 -0.819138 0.295751 -0.01 0.04 -0.10 0.13
H -3.794697 0.377393 -0.916810 -0.02 0.02 0.01 0.12
H 1.670040 -0.590520 2.773193 -0.08 0.06 0.04 0.10
H 3.892106 0.349852 3.053686 -0.01 -0.03 -0.03 0.10
H 5.596651 2.038203 2.433827 -0.01 -0.03 0.03 0.09
H 4.988239 3.813469 0.766140 -0.05 0.04 -0.03 0.08
H 2.669429 3.846989 -0.120232 -0.02 0.03 0.05 0.11
H -1.636607 -1.963725 3.949494 0.01 0.01 -0.02 0.10
H -3.409384 -3.176498 5.189940 0.01 -0.02 -0.02 0.09
H -5.689422 -3.359018 4.228948 0.01 0.01 0.04 0.09
H -6.191485 -2.274926 2.061153 0.01 -0.02 -0.03 0.10
C 2.220213 0.305592 -4.054034 -0.02 -0.06 0.00 -0.21
N 2.759746 -0.196466 -2.799234 0.12 0.01 0.02 -0.16
C 2.392699 -1.597193 -2.653088 -0.03 0.03 0.00 -0.21
N 0.958434 -1.838000 -2.741556 -0.06 -0.16 -0.02 -0.16
C 0.474354 -1.292434 -4.002283 0.02 0.03 0.00 -0.21
N 0.780614 0.119950 -4.197049 -0.06 0.04 -0.13 -0.16
C 0.050580 0.946978 -3.229575 -0.06 -0.04 0.24 -0.34
P 0.404095 0.594964 -1.409061 0.41 -0.02 -1.08 1.01
C 2.268749 0.586475 -1.659904 -0.10 -0.04 0.08 -0.33
C 0.240169 -1.260997 -1.600974 -0.05 0.15 0.24 -0.33
H 2.714060 -0.222547 -4.876827 -0.01 0.01 0.02 0.12
H 2.445797 1.371849 -4.133715 0.02 -0.02 -0.02 0.12
H 2.750508 -1.954989 -1.684945 0.02 -0.02 -0.03 0.12
H 2.884279 -2.167688 -3.448585 -0.01 0.01 0.02 0.12
H -0.609345 -1.426294 -4.052074 0.02 -0.02 -0.02 0.12
H 0.938919 -1.856451 -4.818227 -0.01 0.01 0.02 0.12
H -1.022342 0.810746 -3.401315 0.02 0.08 0.00 0.08
H 0.284694 1.998090 -3.422728 -0.07 -0.01 0.00 0.08
H 2.721264 0.185822 -0.749351 0.04 0.11 0.01 0.08
H 2.612214 1.616708 -1.776351 0.00 -0.01 0.08 0.08
H -0.818398 -1.503986 -1.701669 -0.08 -0.03 0.08 0.07
H 0.599753 -1.726824 -0.678636 -0.07 0.00 0.00 0.08
C -1.596595 3.303689 1.168510 0.05 -0.06 -0.06 -0.27
H -1.857014 3.816113 2.111446 0.02 0.08 0.00 -0.19
H -2.533417 3.315432 0.578710 -0.04 0.04 -0.02 -0.19
```
Positions in Å, forces in eV/Å.

=====

(2)
Below is a 2-piece molecular cluster, C21H25N2O2S overall at a distorted geometry, with properties calculated with ωB97M-V/def2-TZVPD.

## Properties
charge = +1
HOMO = -10.6 eV
HOMO-LUMO gap = 6.09 eV
ΔE to the lowest compared entry with this formula, charge and spin = 0.00 kJ/mol
LUMO energy = -0.16697 Eh

Geometry as XYZ:
```
51
Properties=species:S:1:pos:R:3:forces:R:3:lowdin_charge:R:1
C 3.433557 -3.324183 2.464631 -0.13 -0.05 0.09 -0.22
C 2.070791 -3.754469 1.956882 0.10 -0.15 -0.07 -0.18
N 1.080840 -2.732649 2.181109 -0.13 0.15 0.32 -0.11
C -0.327190 -3.046936 1.984918 -0.01 -0.42 -0.25 -0.13
C -0.973360 -1.672543 2.029570 -0.50 0.25 0.29 -0.20
N 0.117380 -0.703991 1.919317 1.41 -0.15 0.06 0.01
C 1.235819 -1.378089 2.027034 -1.86 -0.29 -0.31 -0.66
S 2.786567 -0.627148 2.023071 0.09 0.61 0.29 1.00
C 3.888190 -2.037103 1.804236 0.41 -0.15 -0.29 -0.47
H 3.407110 -3.200188 3.550096 -0.01 0.00 -0.05 0.12
H 4.151355 -4.115161 2.230620 0.01 0.10 0.06 0.12
H 2.137988 -3.977168 0.878775 -0.03 -0.13 0.11 0.13
H 1.733300 -4.664721 2.475389 0.15 0.24 -0.19 0.13
H -0.487092 -3.518647 1.005172 0.14 -0.12 0.09 0.12
H -0.696331 -3.721359 2.765230 0.11 0.06 -0.17 0.13
H -1.694288 -1.533295 1.209955 0.12 0.04 0.30 0.11
H -1.506103 -1.545311 2.987609 0.09 0.16 -0.32 0.12
H 4.841920 -1.718481 2.236857 -0.13 0.02 -0.20 0.08
H 4.012927 -2.168214 0.724264 0.14 -0.13 0.19 0.08
C 3.440180 1.808300 -4.789250 0.06 0.06 0.25 -0.04
O 3.667621 2.151830 -3.407011 -0.98 -0.19 0.50 -0.06
C 2.666472 1.978677 -2.508518 0.13 0.02 -0.33 -0.23
C 2.943094 2.410863 -1.186439 -0.02 -0.09 -0.52 0.02
C 1.983704 2.282199 -0.216164 -0.38 -0.23 0.10 -0.01
C 0.691272 1.737756 -0.504632 0.48 -0.38 -0.38 -0.20
C -0.288441 1.693473 0.521405 -0.19 0.20 -0.04 0.07
C -1.693802 1.681582 0.372018 -0.35 0.20 0.04 -0.20
C -2.506156 1.578283 1.548864 0.16 -0.10 -0.26 0.00
C -3.861751 1.401107 1.470615 -0.25 -0.03 -0.21 0.02
C -4.477526 1.259734 0.200886 -0.39 -0.49 -0.16 -0.22
O -5.783062 0.897657 0.220936 1.19 0.42 -0.23 -0.05
C -6.466229 0.615026 -1.016662 0.07 0.09 0.16 -0.04
C -3.721677 1.472146 -0.982755 -0.25 0.02 0.20 0.02
C -2.375951 1.771715 -0.879499 -0.07 -0.35 0.16 0.01
C 0.477405 1.220385 -1.812791 0.10 0.41 0.02 -0.01
C 1.417500 1.378319 -2.815459 0.38 0.13 0.01 0.01
H 4.400008 2.011470 -5.266901 -0.28 -0.09 -0.04 0.10
H 3.173892 0.749027 -4.896695 0.13 0.22 0.05 0.10
H 2.652743 2.437762 -5.224520 0.20 -0.11 0.13 0.10
H 3.922852 2.846364 -0.991807 -0.30 -0.12 0.03 0.13
H 2.193353 2.618212 0.798201 -0.05 -0.05 -0.20 0.13
H 0.080517 1.686921 1.546322 -0.07 0.28 -0.22 0.11
H -2.022469 1.628171 2.521924 -0.04 -0.12 -0.17 0.13
H -4.494030 1.317266 2.354304 0.23 -0.01 -0.22 0.13
H -7.486145 0.392038 -0.698929 0.18 0.03 -0.24 0.10
H -6.451775 1.484700 -1.685547 -0.06 -0.16 0.20 0.10
H -6.023290 -0.253818 -1.520600 -0.07 0.18 0.17 0.10
H -4.200654 1.395017 -1.963685 0.21 0.25 0.44 0.12
H -1.834725 2.070969 -1.775241 -0.17 -0.17 0.26 0.12
H -0.436346 0.671746 -2.033254 0.30 0.12 0.06 0.12
H 1.200025 1.044762 -3.833854 0.13 -0.01 0.50 0.11
```
Positions in Å, forces in eV/Å.